(w)
Formula: C12H36O6S6
Source: OMol25
Level of theory: ωB97M-V/def2-TZVPD

```
! RIJCOSX wB97M-V def2-TZVPD def2/J DEFGRID3
* xyz 0 1
C -1.578 -3.268 1.717
S -0.179 -2.177 1.126
O 1.009 -2.430 2.052
C 0.152 -3.026 -0.541
H -1.446 -4.316 1.448
H -2.574 -3.048 1.333
H -1.721 -3.344 2.794
H -0.642 -2.918 -1.281
H 0.335 -4.096 -0.443
H 1.134 -2.678 -0.862
C -3.074 -0.130 1.128
S -1.605 -0.506 2.143
O -1.255 0.838 2.772
C -2.244 -1.533 3.528
H -2.691 0.196 0.161
H -3.497 0.765 1.582
H -3.793 -0.948 1.085
H -1.511 -1.724 4.313
H -2.620 -2.431 3.040
H -3.030 -0.999 4.062
C 1.993 2.350 1.623
S 1.795 0.525 1.590
O 2.974 0.025 2.391
C 0.287 0.489 2.607
H 1.914 2.682 2.659
H 1.163 2.755 1.044
H 2.921 2.588 1.104
H -0.440 1.044 2.014
H 0.391 1.081 3.516
H -0.059 -0.491 2.935
C 2.967 0.677 -3.189
S 4.115 1.987 -3.808
O 4.993 2.503 -2.692
C 5.332 0.806 -4.623
H 3.580 0.184 -2.435
H 2.790 0.058 -4.068
H 2.017 1.010 -2.771
H 5.501 -0.115 -4.065
H 6.333 1.221 -4.741
H 4.973 0.470 -5.596
C -1.943 1.835 -1.816
S -3.611 0.964 -1.631
O -3.283 -0.439 -1.166
C -3.917 1.716 0.025
H -1.472 1.394 -2.695
H -1.369 1.735 -0.895
H -2.064 2.916 -1.885
H -4.769 1.234 0.505
H -4.181 2.752 -0.187
H -3.006 1.733 0.623
C -0.824 -0.203 -0.109
S 0.172 0.693 -1.374
O 0.318 2.099 -0.849
C 1.776 -0.251 -0.973
H -0.255 -0.103 0.815
H -1.000 -1.267 -0.264
H -1.715 0.412 0.024
H 2.059 -0.284 0.080
H 2.587 0.253 -1.499
H 1.789 -1.262 -1.382
*
```

Frontier orbital gap: 5.91 eV

Let us look at the Mulliken charges, expressed in e, one per atom: C -1.5471; S 1.6620; O -0.8304; C -1.2775; H 0.5819; H 0.4118; H 0.3911; H 0.4452; H 0.5803; H 0.2952; C -0.2052; S 0.2166; O -0.5059; C -1.4521; H -1.6146; H 0.6636; H 0.2533; H 0.4127; H 0.5820; H 0.4196; C -1.1452; S 1.1488; O -0.8891; C -1.6308; H 0.3352; H 0.2493; H 0.4339; H 0.5162; H 0.3021; H 0.7868; C -0.2712; S 0.4613; O -0.6010; C -0.9968; H 0.5254; H 0.4329; H -0.0607; H 0.3313; H 0.3557; H 0.3520; C -0.5389; S 0.2162; O -0.5177; C -0.7874; H 0.4193; H -0.0656; H 0.4842; H 0.2658; H 0.5653; H 0.2225; C 1.1358; S 0.0899; O -0.5599; C -1.6589; H -1.8067; H 0.4761; H 0.7852; H 0.1048; H 0.4428; H 0.6086

(x)
Formula: C12H36O6S6
Source: OMol25
Level of theory: ωB97M-V/def2-TZVPD

```
! RIJCOSX wB97M-V def2-TZVPD def2/J DEFGRID3
* xyz 0 1
C 4.360 4.893 0.855
S 4.358 3.644 2.016
O 2.939 3.727 2.669
C 4.273 2.362 0.875
H 4.139 5.766 1.335
H 3.338 4.772 0.300
H 5.254 4.794 0.221
H 5.107 2.274 0.474
H 3.515 2.704 0.136
H 4.209 1.422 1.240
C 2.010 0.509 3.109
S 1.288 1.687 4.299
O -0.101 1.129 4.336
C 2.090 0.935 5.766
H 3.022 0.961 3.132
H 1.757 0.908 1.968
H 1.972 -0.586 3.354
H 1.617 -0.073 5.926
H 1.676 1.165 6.834
H 3.191 1.005 5.798
C -4.807 0.300 -1.162
S -5.442 -1.244 -0.576
O -5.036 -1.282 0.955
C -7.197 -0.688 -0.384
H -3.706 0.039 -1.347
H -5.316 1.038 -0.655
H -5.130 0.446 -2.242
H -7.778 -1.385 0.300
H -7.779 -0.807 -1.272
H -7.373 0.305 0.200
C -2.162 -3.233 -0.339
S -1.887 -2.962 1.444
O -2.037 -4.308 2.115
C -0.356 -2.213 1.493
H -1.475 -4.135 -0.571
H -1.929 -2.250 -0.896
H -3.142 -3.479 -0.450
H -0.242 -1.867 2.588
H -0.347 -1.525 0.910
H 0.507 -2.968 1.308
C 1.292 1.149 -1.614
S -0.464 1.423 -1.548
O -1.037 0.179 -0.815
C -0.539 2.519 -0.259
H 1.563 0.655 -2.547
H 1.548 0.597 -0.913
H 1.724 2.081 -1.726
H 0.041 3.556 -0.455
H -0.005 1.915 0.384
H -1.526 2.799 0.061
C 1.173 -2.672 -3.303
S 0.900 -1.885 -4.896
O 2.316 -1.480 -5.275
C 0.591 -3.429 -5.773
H 1.454 -2.042 -2.683
H 1.713 -3.561 -3.640
H 0.158 -3.052 -3.105
H -0.243 -3.685 -5.188
H 1.593 -3.890 -5.962
H 0.366 -2.957 -6.803
*
```

Frontier orbital gap: 7.64 eV

Let us look at the Mulliken charges, expressed in e, one per atom: C -0.9260; S 0.3794; O -0.5616; C -0.9590; H 0.4253; H 0.2213; H 0.3599; H 0.7209; H -0.1069; H 0.5149; C -0.3087; S 0.6454; O -0.6737; C -1.0015; H 0.1159; H -0.1862; H 0.4602; H 0.3140; H 0.3319; H 0.3139; C -0.6083; S 0.4658; O -0.5851; C -1.0171; H -0.0109; H 0.4069; H 0.3554; H 0.3138; H 0.3914; H 0.2837; C -0.7807; S 0.6103; O -0.7082; C 0.0505; H 0.3128; H 0.0531; H 0.3985; H 0.2275; H -0.4033; H 0.2979; C -1.1590; S 0.3124; O -0.5426; C -0.4569; H 0.3846; H 0.3631; H 0.4312; H 0.2510; H -0.0838; H 0.3479; C -0.8327; S 0.5556; O -0.6539; C -1.0376; H 0.3628; H 0.3610; H 0.1928; H 0.4318; H 0.3329; H 0.3059

Which structure wins on stability? (x) wins.

(w)
Formula: C7H9NS
Source: OMol25
Level of theory: ωB97M-V/def2-TZVPD

```
! RIJCOSX wB97M-V def2-TZVPD def2/J DEFGRID3
* xyz 0 1
C -0.638 -1.599 1.613
C -0.669 -0.619 0.764
C -2.292 0.236 0.522
S -2.607 0.685 -1.291
C 0.473 -0.079 -0.020
C 1.141 -0.709 -1.040
C 2.208 0.211 -1.351
C 2.116 1.262 -0.493
N 1.037 1.123 0.241
H -1.623 -1.863 1.901
H 0.237 -2.137 1.701
H -3.028 -0.354 0.950
H -2.226 1.082 1.143
H -1.252 0.678 -1.652
H 0.831 -1.730 -1.334
H 2.926 -0.123 -2.105
H 2.629 2.196 -0.565
H 0.737 1.739 1.017
*
```

SMILES string: C=C(CS)c1ccc[nH]1
Frontier orbital gap: 9.22 eV

Let us look at the Mulliken charges, expressed in e, one per atom: C -0.9722; C 0.4991; C -0.8234; S -0.2459; C -0.5548; C 0.0105; C -0.5810; C -0.6021; N 0.1159; H 0.2888; H 0.4116; H 0.4530; H 0.3980; H 0.1711; H 0.4031; H 0.3775; H 0.3957; H 0.2550

(x)
Formula: C7H9NS
Source: OMol25
Level of theory: ωB97M-V/def2-TZVPD

```
! RIJCOSX wB97M-V def2-TZVPD def2/J DEFGRID3
* xyz 0 1
C 0.874 -2.944 -1.261
C -0.122 -2.517 -0.457
N -1.089 -3.367 0.038
C -1.855 -2.862 0.916
S -1.620 -1.127 1.210
C -0.160 -1.133 0.162
C 0.495 0.021 0.136
C 0.312 1.372 1.025
C -0.486 2.220 0.007
H 0.801 -3.834 -1.747
H 1.796 -2.333 -1.452
H -2.630 -3.198 1.561
H 1.292 0.110 -0.661
H -0.199 1.097 1.877
H 1.449 1.765 1.207
H -0.495 1.696 -0.881
H 0.018 3.157 -0.128
H -1.568 2.336 0.345
*
```

SMILES string: C=c1ncs/c1=C\CC
Frontier orbital gap: 8.01 eV

Let us look at the Mulliken charges, expressed in e, one per atom: C -0.9305; C 0.2187; N -0.5765; C 0.0693; S -0.2159; C 0.6142; C -0.5284; C -0.5849; C -0.9248; H 0.3704; H 0.2168; H 0.3954; H 0.2108; H 0.4731; H 0.2557; H 0.3338; H 0.3560; H 0.2468

Which structure wins on stability? (w) wins.

(w)
Formula: C4H6NO
Source: OMol25
Level of theory: ωB97M-V/def2-TZVPD

```
! RIJCOSX wB97M-V def2-TZVPD def2/J DEFGRID3
* xyz 1 3
C -0.913 -0.773 -1.473
C -1.789 -1.502 -2.051
C 0.345 0.543 1.771
C 0.758 1.706 1.418
N 1.583 0.571 0.962
O -0.103 -0.126 -0.916
H -1.625 -1.934 -3.020
H -2.747 -1.690 -1.597
H -0.255 -0.209 2.228
H 0.773 2.764 1.298
H 2.489 0.388 1.400
H 1.482 0.263 -0.020
*
```

Frontier orbital gap (alpha / beta): 5.93 / 10.05 eV
<S²>: 2.007

Let us look at the Mulliken charges, expressed in e, one per atom: C 0.6348; C -0.7170; C -0.1733; C -0.0167; N -0.2087; O -0.5207; H 0.2869; H 0.2741; H 0.3810; H 0.3783; H 0.2967; H 0.3847

(x)
Formula: C4H6NO
Source: OMol25
Level of theory: ωB97M-V/def2-TZVPD

```
! RIJCOSX wB97M-V def2-TZVPD def2/J DEFGRID3
* xyz 1 3
C -0.244 -1.391 -0.134
C -0.312 0.474 1.944
C -0.495 -0.280 0.696
C 0.593 0.389 -1.743
N 0.150 -0.322 -0.633
O -1.514 0.443 1.144
H -0.615 -2.396 -0.172
H -0.287 -0.044 2.992
H 0.193 1.328 2.010
H 0.069 1.305 -1.807
H 0.830 -0.246 -2.584
H 1.632 0.741 -1.714
*
```

Frontier orbital gap (alpha / beta): 9.09 / 6.58 eV
<S²>: 2.010

Let us look at the Mulliken charges, expressed in e, one per atom: C -0.4150; C -0.2999; C 0.6785; C -0.6864; N -0.0190; O -0.2521; H 0.4039; H 0.2323; H 0.2910; H 0.3487; H 0.3746; H 0.3434

Which structure wins on stability? (w) wins.